No. 1
Below is a 2-piece molecular cluster, C5H7NO overall, with properties calculated with ωB97M-V/def2-TZVPD.

Structure (XYZ):
```
14
C5H7NO ωB97M-V/def2-TZVPD
C -0.582 1.437 -0.593
C 0.596 0.634 -0.231
C 0.611 -0.433 0.699
C -0.515 -0.654 1.660
O -1.565 -0.056 1.640
C 0.505 -1.097 -2.112
N 0.382 -2.162 -1.623
H -1.392 0.774 -0.911
H -0.361 2.160 -1.378
H -0.957 1.925 0.316
H 1.543 0.872 -0.711
H 0.455 -1.233 -0.235
H 1.597 -0.731 1.062
H -0.317 -1.437 2.417
```

Results
E_tot   -8831.4322 eV
LUMO   -1.852 eV
ΔE to the lowest compared entry with this formula, charge and spin   110.0 kcal/mol
Net charge   0

Atomic partial charges in e from the natural (NBO) method, atoms 1 to 5: number 1, C, carries -0.7332; number 2, C, carries 0.3434; number 3, C, carries -0.7502; number 4, C, carries 0.4452; number 5, O, carries -0.5135

No. 2
Below is a 2-piece molecular cluster, C5H7NO overall, with properties calculated with ωB97M-V/def2-TZVPD.

Structure (XYZ):
```
14
C5H7NO ωB97M-V/def2-TZVPD
C -0.710 -0.224 0.472
C 1.724 0.408 0.767
C -0.444 0.124 -0.950
C -0.738 -1.513 0.847
C -0.598 1.326 -1.490
O -1.270 0.716 1.281
N 2.596 -0.330 0.532
H -1.060 1.591 0.939
H 3.321 -1.009 0.576
H -0.146 -0.716 -1.560
H -0.394 -2.294 0.197
H -1.036 -1.786 1.844
H -0.868 2.206 -0.924
H -0.377 1.501 -2.531
```

Results
E_tot   -8833.0294 eV
LUMO   0.905 eV
ΔE to the lowest compared entry with this formula, charge and spin   73.2 kcal/mol
Net charge   0

Atomic partial charges in e from the natural (NBO) method, atoms 1 to 5: number 1, C, carries 0.2835; number 2, C, carries 0.3002; number 3, C, carries -0.2295; number 4, C, carries -0.4720; number 5, C, carries -0.3917

No. 3
Below is a 2-piece molecular cluster, C5H7NO overall, with properties calculated with ωB97M-V/def2-TZVPD.

Structure (XYZ):
```
14
C5H7NO ωB97M-V/def2-TZVPD
C 0.741 0.220 1.452
C 0.074 -0.763 0.544
C -1.020 -0.538 -0.212
C -1.770 0.734 -0.227
O -1.497 1.707 0.446
C 2.479 -0.337 -1.935
N 1.325 -0.152 -2.066
H 1.224 1.009 0.860
H 1.506 -0.264 2.062
H 0.009 0.718 2.092
H 0.549 -1.741 0.452
H 0.371 -0.117 -1.737
H -1.388 -1.334 -0.860
H -2.636 0.760 -0.920
```

Results
E_tot   -8833.5567 eV
LUMO   -0.366 eV
ΔE to the lowest compared entry with this formula, charge and spin   61.0 kcal/mol
Net charge   0

Atomic partial charges in e from the natural (NBO) method, atoms 1 to 5: number 1, C, carries -0.6851; number 2, C, carries -0.0035; number 3, C, carries -0.4304; number 4, C, carries 0.3824; number 5, O, carries -0.5214

No. 4
Below is one molecule with the formula C5H7NO, with properties calculated with ωB97M-V/def2-TZVPD.

Structure (XYZ):
```
14
C5H7NO ωB97M-V/def2-TZVPD
C -2.166 -0.150 -0.600
C -0.735 0.179 -0.322
C 0.380 -0.727 -0.381
C 1.439 -0.047 0.114
N 2.653 -0.524 0.620
O 1.114 1.241 0.362
C -0.231 1.363 0.097
H -2.817 0.630 -0.194
H -2.337 -0.237 -1.676
H -2.445 -1.104 -0.134
H 0.373 -1.778 -0.632
H 3.002 0.180 1.262
H 2.436 -1.352 1.162
H -0.666 2.326 0.322
```

Results
E_tot   -8835.3767 eV
LUMO   0.965 eV
ΔE to the lowest compared entry with this formula, charge and spin   19.1 kcal/mol
SMILES   Cc1coc(N)c1
Net charge   0

Atomic partial charges in e from the natural (NBO) method, atoms 1 to 5: number 1, C, carries -0.6281; number 2, C, carries -0.0688; number 3, C, carries -0.3922; number 4, C, carries 0.4616; number 5, N, carries -0.8134

No. 5
Below is one molecule with the formula C5H7NO, with properties calculated with ωB97M-V/def2-TZVPD.

Structure (XYZ):
```
14
C5H7NO ωB97M-V/def2-TZVPD
C -1.704 -1.037 0.237
C -0.308 -0.539 0.215
C 0.239 0.617 -0.253
N -0.481 1.699 -0.825
C 1.661 0.463 -0.113
C 1.855 -0.751 0.462
O 0.673 -1.372 0.670
H -2.155 -0.994 1.234
H -2.294 -0.419 -0.444
H -1.743 -2.074 -0.107
H 0.136 2.386 -1.244
H -1.046 2.179 -0.135
H 2.430 1.145 -0.453
H 2.737 -1.305 0.755
```

Results
E_tot   -8835.4575 eV
LUMO   1.062 eV
ΔE to the lowest compared entry with this formula, charge and spin   17.2 kcal/mol
SMILES   Cc1occc1N
Net charge   0

Atomic partial charges in e from the natural (NBO) method, atoms 1 to 5: number 1, C, carries -0.6555; number 2, C, carries 0.2321; number 3, C, carries 0.0575; number 4, N, carries -0.8234; number 5, C, carries -0.3435

No. 6
Below is one molecule with the formula C5H7NO, with properties calculated with ωB97M-V/def2-TZVPD.

Structure (XYZ):
```
14
C5H7NO ωB97M-V/def2-TZVPD
O 0.557 0.649 2.472
C 0.251 0.226 1.365
C -0.998 0.800 0.761
C -1.049 0.667 -0.768
C -0.225 -0.164 -1.420
C 0.858 -0.971 -0.743
N 1.086 -0.527 0.617
H -0.819 1.683 1.390
H -1.916 0.385 1.192
H -1.866 1.111 -1.346
H -0.288 -0.315 -2.505
H 1.808 -0.891 -1.291
H 0.596 -2.043 -0.753
H 2.004 -0.610 1.027
```

Results
E_tot   -8835.4521 eV
LUMO   0.843 eV
ΔE to the lowest compared entry with this formula, charge and spin   17.3 kcal/mol
SMILES   O=C1CC=CCN1
Net charge   0

Atomic partial charges in e from the natural (NBO) method, atoms 1 to 5: number 1, O, carries -0.6432; number 2, C, carries 0.6777; number 3, C, carries -0.5732; number 4, C, carries -0.1791; number 5, C, carries -0.2014

Look up the ΔE to the lowest compared entry with this formula, charge and spin of the first one. 110.0 kcal/mol

Which formula does entry 3 have? C5H7NO

Which of these has the lowest ΔE to the lowest compared entry with this formula, charge and spin? number 5